No. 1
# C25H21Br4MnN3O4S2

C25H21Br4MnN3O4S2 as an isolated structure (wB97M-V/def2-TZVPD, OMol25).

The geometry in XYZ format:
```
60
Properties=species:S:1:pos:R:3:nbo_charge:R:1
Mn -0.78 0.12 0.09 1.3641
O -2.83 1.94 -4.66 -0.6779
C -3.75 2.20 -3.73 0.3583
C -4.96 2.77 -4.15 -0.2776
C -5.97 3.04 -3.25 -0.1703
C -5.80 2.76 -1.90 -0.2672
C -4.61 2.22 -1.46 -0.1560
C -3.58 1.93 -2.36 -0.1700
C -2.35 1.32 -1.83 0.5776
O -2.34 0.86 -0.62 -0.7857
N -1.28 1.27 -2.60 -0.4897
N -0.15 0.79 -1.98 -0.4339
C 0.72 0.36 -2.81 -0.0624
S 2.28 -0.26 -2.33 0.2898
C 3.00 -0.09 -4.01 -0.5134
C 1.93 -0.48 -5.01 -0.5381
S 0.37 0.35 -4.54 0.2989
H -2.04 1.56 -4.22 0.5133
H -5.07 2.97 -5.20 0.2226
H -6.89 3.47 -3.61 0.2121
H -6.59 2.97 -1.20 0.2110
H -4.46 2.00 -0.41 0.2200
H 3.87 -0.74 -4.06 0.2412
H 3.30 0.95 -4.14 0.2225
H 1.76 -1.56 -5.00 0.2296
H 2.18 -0.16 -6.02 0.2378
Br 4.63 -4.28 0.28 0.0978
C 2.93 -3.52 0.00 -0.2118
C 2.05 -4.05 -0.95 -0.1017
Br 2.59 -5.55 -1.97 0.1096
C 0.80 -3.49 -1.16 -0.1936
Br -0.37 -4.12 -2.50 0.1058
C 0.36 -2.37 -0.42 0.3112
O -0.77 -1.81 -0.57 -0.7635
C 1.29 -1.84 0.52 0.1815
O 0.88 -0.65 1.12 -0.5501
C 2.54 -2.39 0.72 -0.1255
Br 3.73 -1.58 1.95 0.1033
C -1.70 2.31 2.03 -0.4329
N -0.46 1.99 1.31 -0.4861
C -0.15 3.11 0.41 -0.4193
C 0.67 1.84 2.26 -0.2592
C 0.57 0.60 3.11 -0.0127
C 0.39 0.66 4.48 -0.1980
C 0.37 -0.50 5.24 -0.2193
C 0.49 -1.74 4.62 -0.1801
C 0.64 -1.82 3.24 -0.2536
C 0.70 -0.65 2.49 0.2541
H -1.65 3.31 2.47 0.1848
H -1.86 1.58 2.82 0.2137
H -2.54 2.27 1.34 0.2324
H 0.01 4.04 0.97 0.1862
H -0.99 3.26 -0.28 0.2265
H 0.74 2.88 -0.18 0.2183
H 0.72 2.72 2.92 0.1968
H 1.59 1.79 1.68 0.2261
H 0.29 1.62 4.96 0.2162
H 0.26 -0.45 6.31 0.2208
H 0.47 -2.64 5.20 0.2238
H 0.72 -2.78 2.76 0.2420
```

Calculated values
* <S²>: 3.76
* gap between HOMO and LUMO (spin up / spin down): 8.0201 / 7.8637 eV
* multiplicity: 4
* HOMO level (spin up / spin down): -7.82 / -7.68 eV
* net charge: 0



No. 2
# C10H15NO2S

C10H15NO2S in the gas phase (wB97M-V/def2-TZVPD, OMol25).

The geometry in XYZ format:
```
29
Properties=species:S:1:pos:R:3:nbo_charge:R:1
C -1.20 -2.28 1.26 -0.1934
C 0.08 -2.49 0.93 -0.1533
C -0.90 -1.11 -0.74 -0.3838
C -1.86 -1.29 0.39 -0.3209
C 0.49 -1.65 -0.34 -0.3242
C -1.93 0.04 1.17 -0.0165
C 1.48 -0.67 -0.15 -0.1191
C 2.69 -0.68 -0.79 -0.4193
C 1.44 2.43 -0.92 -0.6451
C 1.73 2.15 0.57 -0.4994
N -2.38 1.08 0.55 0.3611
O -2.65 2.15 1.09 -0.5522
O -2.72 1.05 -0.72 -0.5407
S 1.14 0.48 1.19 0.1864
H -1.58 -2.92 2.03 0.2225
H 0.71 -3.25 1.31 0.2114
H -1.22 -1.66 -1.64 0.2189
H -0.82 -0.06 -1.09 0.2331
H -2.82 -1.69 -0.07 0.2388
H 0.90 -2.46 -1.11 0.2196
H -1.48 0.19 2.17 0.2496
H -3.48 1.62 -0.89 0.5019
H 2.88 -1.48 -1.47 0.1964
H 3.55 -0.01 -0.58 0.2058
H 2.04 3.30 -1.32 0.2166
H 1.83 1.61 -1.58 0.2243
H 0.36 2.67 -1.15 0.2204
H 0.95 2.77 1.21 0.2500
H 2.77 2.20 0.70 0.2111
```

Calculated values
* gap between HOMO and LUMO: 8.7615 eV
* HOMO level: -8.07 eV
* SMILES: C=C(SCC)[C@H]1C=C[C@@H](/C=[N+](/[O-])O)C1
* net charge: 0



No. 3
# CH3NS2

CH3NS2 as an isolated structure (wB97M-V/def2-TZVPD, OMol25).

The geometry in XYZ format:
```
7
Properties=species:S:1:pos:R:3:nbo_charge:R:1
C 1.02 -0.10 0.64 -0.3958
N -1.28 -0.24 -0.84 -1.0010
S 2.39 0.99 2.19 -0.3308
S -0.50 0.59 0.57 0.7020
H 1.23 -1.15 0.18 0.2401
H -2.23 0.01 -1.11 0.4010
H -0.62 -0.11 -1.63 0.3845
```

Calculated values
* gap between HOMO and LUMO: 6.6516 eV
* HOMO level: -8.19 eV
* net charge: 0



No. 4
# C4H22NO9S

C4H22NO9S as an isolated structure (wB97M-V/def2-TZVPD, OMol25).

The geometry in XYZ format:
```
37
Properties=species:S:1:pos:R:3:nbo_charge:R:1
O 2.23 -2.16 -1.04 -0.6372
C 1.19 -1.52 -0.94 0.5222
N 0.79 -1.10 0.31 -0.6450
C -0.66 -0.98 0.40 -0.1303
C -1.41 -2.29 0.68 -0.5567
S -2.33 -2.46 2.26 -0.6864
C -1.00 0.14 1.38 -0.0647
O -2.36 0.53 1.35 -0.7345
H 0.62 -1.37 -1.84 0.1396
H 1.45 -1.35 1.03 0.4248
H -0.96 -0.62 -0.61 0.2271
H -0.71 -3.14 0.72 0.1934
H -2.14 -2.51 -0.09 0.1977
H -2.83 -0.16 1.88 0.5153
H -0.47 1.05 1.06 0.1638
H -0.73 -0.11 2.40 0.1942
H -2.61 0.45 -1.77 0.5231
H -2.01 0.84 -3.17 0.4712
O -1.80 0.43 -2.33 -1.0173
H 1.71 4.26 -0.20 0.4843
H 1.41 2.77 -0.63 0.4817
O 1.57 3.66 -0.93 -0.9700
H -3.04 0.37 0.29 0.4607
H -3.74 -0.80 -0.22 0.4641
O -3.71 0.15 -0.41 -1.0111
H 0.36 -3.49 2.37 0.4749
H 0.26 -2.21 3.16 0.4799
O 0.82 -2.99 3.05 -0.9586
H 2.80 0.91 -1.37 0.5022
H 3.47 2.20 -1.73 0.4784
O 3.30 1.64 -0.97 -0.9734
H 0.14 0.47 -2.49 0.5138
H 1.22 1.64 -2.80 0.4796
O 1.05 0.70 -2.73 -0.9988
H 1.95 2.33 1.39 0.4527
H 3.32 2.12 0.90 0.4971
O 2.85 2.61 1.61 -0.9581
```

Calculated values
* gap between HOMO and LUMO: 6.5119 eV
* HOMO level: -4.02 eV
* net charge: -1



No. 5
# C4H10O3

A 3-piece molecular cluster, C4H10O3 overall (wB97M-V/def2-TZVPD, OMol25).

The geometry in XYZ format:
```
17
Properties=species:S:1:pos:R:3:nbo_charge:R:1
C 1.24 1.66 -1.98 -0.5041
C 0.89 0.87 -0.98 0.2975
O 1.26 1.16 0.35 -0.7039
C 0.40 -0.49 -1.47 -0.2479
C -0.67 -1.13 -1.09 -0.3911
H 1.75 2.62 -1.71 0.2040
H 1.53 1.38 -2.92 0.2067
H 0.83 0.38 0.96 0.5116
H 0.86 -0.77 -2.35 0.2048
H -1.04 -1.21 0.03 0.1874
H -1.35 -1.64 -1.79 0.2074
H 1.85 -1.21 2.10 0.4801
H 1.06 -2.13 1.20 0.4872
O 0.92 -1.29 1.85 -0.9402
H -3.01 -0.12 2.62 0.4599
H -3.42 1.20 2.15 0.4633
O -3.10 0.74 3.01 -0.9227
```

Calculated values
* gap between HOMO and LUMO: 8.9878 eV
* HOMO level: -8.66 eV
* SMILES: C=CC(=C)O.O.O
* net charge: 0



Number 3 is which compound?
CH3NS2



Copy entry 5 word for word.
# C4H10O3

A 3-piece molecular cluster, C4H10O3 overall (wB97M-V/def2-TZVPD, OMol25).

The geometry in XYZ format:
```
17
Properties=species:S:1:pos:R:3:nbo_charge:R:1
C 1.24 1.66 -1.98 -0.5041
C 0.89 0.87 -0.98 0.2975
O 1.26 1.16 0.35 -0.7039
C 0.40 -0.49 -1.47 -0.2479
C -0.67 -1.13 -1.09 -0.3911
H 1.75 2.62 -1.71 0.2040
H 1.53 1.38 -2.92 0.2067
H 0.83 0.38 0.96 0.5116
H 0.86 -0.77 -2.35 0.2048
H -1.04 -1.21 0.03 0.1874
H -1.35 -1.64 -1.79 0.2074
H 1.85 -1.21 2.10 0.4801
H 1.06 -2.13 1.20 0.4872
O 0.92 -1.29 1.85 -0.9402
H -3.01 -0.12 2.62 0.4599
H -3.42 1.20 2.15 0.4633
O -3.10 0.74 3.01 -0.9227
```

Calculated values
* gap between HOMO and LUMO: 8.9878 eV
* HOMO level: -8.66 eV
* SMILES: C=CC(=C)O.O.O
* net charge: 0